1.
16
Properties=species:S:1:pos:R:3:forces:R:3:nbo_charge:R:1 method="wB97M-V/def2-TZVPD" gap_ha=0.3637 homo_energy_ev=-8.771 smiles=NCN.CN
N -0.5220 -0.7269 -0.7691 -2.4 -1.9 -0.1 -0.90
C 0.8583 -1.0820 -1.0338 0.4 2.8 -0.6 -0.05
N 1.2716 -2.4949 -1.0136 -2.6 -0.5 1.2 -0.83
H -1.2156 -1.1254 -1.4167 0.8 0.2 0.3 0.35
H -0.9214 0.1430 -0.4071 1.9 -0.9 -0.5 0.38
H 1.3916 -0.4311 -0.3110 0.3 -0.7 -0.4 0.17
H 1.0885 -0.6680 -2.0369 0.3 -0.4 0.3 0.15
H 0.3642 -2.9927 -0.7546 1.4 0.5 -0.7 0.35
H 1.8076 -2.6628 -0.1679 0.2 0.1 0.0 0.35
C -0.0721 1.5970 1.4214 -1.2 -1.2 1.5 -0.42
N -1.2041 1.8537 0.5383 0.5 2.6 0.5 -0.90
H 0.8691 2.0042 1.0508 -0.1 0.2 0.1 0.19
H -0.4086 2.0407 2.4028 1.1 -0.2 -0.7 0.19
H 0.0923 0.5155 1.6787 -0.3 0.8 -0.6 0.20
H -1.8155 1.2490 0.0443 -0.4 -0.2 0.4 0.37
H -1.5839 2.7807 0.7744 -0.1 -1.2 -0.7 0.38


2.
44
Properties=species:S:1:pos:R:3:forces:R:3:nbo_charge:R:1 method="wB97M-V/def2-TZVPD" gap_ha=0.2404 homo_energy_ev=-11.390 total_charge=+1
C 1.7270 3.6524 -0.9074 -1.9 -4.9 -5.3 -0.07
C 1.6319 2.7006 -1.8287 -0.8 4.1 4.9 -0.31
S 1.0799 1.3903 -3.0480 0.6 1.3 1.0 0.82
C 1.2821 -0.3118 -2.2876 -0.6 -1.5 1.5 -0.53
C 2.7255 -0.5394 -1.5987 1.1 0.4 -0.9 -0.44
C 2.8838 -1.9415 -0.8116 -0.2 -1.2 0.8 -0.42
C 1.5325 -2.4678 -0.0928 -0.7 1.2 0.4 -0.42
C 1.0359 -1.4076 1.0553 -0.9 -0.2 -0.5 -0.41
C -0.5457 -1.6865 1.3774 0.0 0.0 0.0 -0.63
C -0.7894 1.6030 -3.2668 -1.5 1.3 0.8 -0.53
C -1.2341 1.7343 -4.8144 -1.2 1.7 -0.6 -0.49
C -2.7660 1.2306 -5.0839 -0.8 0.6 0.8 0.26
F -3.2621 1.0939 -6.4373 2.1 -1.3 3.0 -0.30
C -3.7174 0.9172 -4.0122 0.6 -0.1 -0.7 0.67
F -3.8192 -0.4782 -3.5972 -1.7 4.1 -1.4 -0.30
F -4.5406 1.9491 -3.4103 3.2 -3.8 -0.4 -0.29
H 1.4972 4.5481 -0.2016 1.0 -2.1 -1.5 0.32
H 1.1017 -1.1062 -3.1248 0.4 1.8 1.1 0.28
H 0.3856 -0.4342 -1.5502 1.8 0.3 -1.1 0.26
H 3.5009 -0.5682 -2.4734 -1.4 0.1 1.5 0.24
H 3.0499 0.3801 -0.9550 -1.0 -1.7 -1.0 0.25
H 3.2898 -2.7989 -1.4903 -0.8 1.8 0.9 0.23
H 3.6770 -1.8292 0.0345 -1.3 0.1 -1.6 0.24
H 0.6401 -2.5553 -0.8423 1.7 0.0 1.1 0.18
H 1.6287 -3.5053 0.4005 0.2 1.6 -0.9 0.24
H 1.6819 -1.4562 2.0036 -1.0 0.0 -1.6 0.24
H 1.0896 -0.3229 0.6545 0.2 -1.7 0.7 0.18
H -0.7897 -1.6359 2.5030 0.5 0.0 -1.9 0.23
H -1.2387 -0.9149 0.8437 1.3 -1.3 0.9 0.20
H -0.8437 -2.7276 0.9890 0.4 1.5 0.7 0.21
H -1.3459 0.7943 -2.6640 1.0 1.0 -1.0 0.27
H -1.0211 2.6294 -2.7591 0.5 -2.0 -0.7 0.28
H -1.2582 2.8783 -5.0547 0.6 -2.0 0.3 0.26
H -0.4726 1.2111 -5.5097 -1.6 0.7 0.9 0.27
C -1.7032 -0.3099 5.8491 -1.1 -0.2 0.1 -0.13
C -0.6140 0.2920 6.6755 0.2 -0.3 0.8 0.44
O 0.5428 0.0791 5.8931 -0.5 0.3 -0.7 -0.48
C 0.1083 0.0707 4.6026 1.0 0.1 -1.4 0.97
O 0.8294 0.1848 3.6469 -0.9 -0.1 1.1 -0.58
O -1.2462 -0.0755 4.5260 0.8 0.2 0.0 -0.48
F -0.4695 -0.3721 7.8448 0.0 0.1 0.1 -0.32
H -1.8103 -1.3866 6.0108 0.2 0.1 0.2 0.21
H -2.6692 0.1683 6.0214 0.1 0.0 -0.2 0.21
H -0.7352 1.3622 6.8688 0.1 -0.1 0.1 0.16


3.
16
Properties=species:S:1:pos:R:3:forces:R:3:nbo_charge:R:1 method="wB97M-V/def2-TZVPD" gap_ha=0.3721 homo_energy_ev=-8.964 smiles=C1[C@H]2[C@H]3C[C@H](C3)N12
C -1.0104 0.8917 -1.3054 -0.2 0.0 -0.1 -0.26
C -0.6451 1.0659 0.1232 -0.1 0.3 0.4 -0.10
C -0.3430 -0.1541 1.0196 0.1 0.0 0.3 -0.25
C 1.2062 -0.1042 0.9819 0.1 0.1 0.3 -0.40
C 1.0095 -0.2739 -0.5218 -1.1 -1.4 -0.3 -0.02
C -0.2904 -1.3046 0.0493 0.9 0.1 -1.2 -0.44
N 0.3912 0.9911 -0.9126 0.1 0.0 0.0 -0.41
H -1.3602 1.7509 -1.8708 0.0 -0.1 0.2 0.21
H -1.4142 -0.0564 -1.6408 0.2 0.1 0.0 0.20
H -0.7861 2.0254 0.6050 0.0 0.0 0.0 0.21
H -0.8957 -0.2099 1.9517 -0.1 0.0 0.1 0.21
H 1.6740 0.8115 1.3259 0.2 0.3 -0.1 0.21
H 1.6945 -0.9670 1.4352 -0.2 0.0 0.1 0.21
H 1.8286 -0.5811 -1.1938 -0.6 -0.1 0.3 0.21
H -1.2322 -1.6537 -0.3982 0.4 0.7 -0.6 0.20
H 0.1733 -2.2315 0.3515 0.4 0.1 0.7 0.21


4.
70
Properties=species:S:1:pos:R:3:forces:R:3:nbo_charge:R:1 method="wB97M-V/def2-TZVPD" gap_ha="0.1674 / 0.1567" homo_energy_ev="-19.065 / -19.056" total_charge=+4
Pb 0.1805 -0.2059 0.3517 0.0 -0.7 1.6 1.11
P 0.5518 -2.8631 -0.5715 -0.1 -1.1 -0.7 0.86
P 2.7700 0.0073 1.6171 2.3 0.3 1.2 1.03
P -2.5469 0.4805 0.1963 -1.9 1.0 -1.0 1.00
H 2.1766 4.6046 0.2125 -0.4 0.2 0.1 0.21
C 1.0998 4.6969 0.4019 -0.3 -0.6 0.5 -0.40
C 0.5943 4.6118 1.6459 0.2 -0.1 -0.6 -0.39
H 1.2368 4.4776 2.5210 -0.2 0.2 -0.3 0.21
C 1.2549 -2.5724 -2.2284 0.2 0.5 0.0 -0.96
C 1.7260 -4.0813 0.1175 0.1 0.5 0.6 -0.93
C -0.8764 -3.9200 -0.9945 -0.4 0.4 0.4 -0.93
C 3.0665 1.5998 2.4652 -0.9 0.2 -0.1 -0.96
C 3.2835 -1.2339 2.8685 -1.0 -0.4 -0.1 -0.93
C 4.1221 -0.0769 0.3831 -0.9 -0.1 -0.8 -0.95
C -2.8436 2.2094 0.7045 0.6 0.0 0.7 -0.95
C -4.0907 -0.4432 0.5254 0.4 -0.7 0.7 -0.93
C -2.6662 0.6559 -1.6122 0.6 -0.3 -0.3 -0.97
H 0.4480 4.8270 -0.4709 0.3 0.1 0.4 0.20
H -0.4785 4.7063 1.8434 0.4 0.1 -0.1 0.20
H 1.5527 -3.5425 -2.6433 0.0 0.2 0.0 0.30
H 2.1376 -1.9226 -2.1552 0.0 -0.2 -0.2 0.24
H 0.5187 -2.1249 -2.9056 0.0 -0.1 0.1 0.24
H 1.8310 -4.8997 -0.6067 -0.1 0.2 0.1 0.29
H 1.3423 -4.4841 1.0646 0.1 0.1 -0.2 0.28
H 2.7073 -3.6179 0.2886 -0.2 -0.2 0.0 0.26
H -0.5386 -4.6968 -1.6949 0.0 0.2 0.2 0.29
H -1.6650 -3.3180 -1.4699 0.2 -0.3 0.1 0.25
H -1.2703 -4.3943 -0.0841 0.0 0.1 -0.3 0.28
H 4.1206 1.8917 2.3785 -0.1 -0.3 -0.1 0.30
H 2.8072 1.4942 3.5277 0.0 0.1 -0.3 0.28
H 2.4413 2.3831 2.0125 0.2 0.0 0.2 0.27
H 4.3713 -1.1807 3.0377 -0.3 0.2 -0.3 0.30
H 3.0096 -2.2400 2.5119 0.2 0.3 0.3 0.25
H 2.7550 -1.0242 3.8113 0.1 -0.2 -0.3 0.28
H 5.0997 -0.0600 0.8854 -0.4 0.0 0.0 0.30
H 4.0374 0.7808 -0.2985 0.2 -0.2 0.1 0.26
H 4.0235 -1.0053 -0.1981 0.2 0.2 0.1 0.25
H -3.5304 2.7046 0.0076 0.1 -0.3 0.0 0.29
H -1.8959 2.7684 0.7183 -0.3 -0.1 0.0 0.27
H -3.2740 2.2257 1.7125 0.1 0.1 -0.2 0.29
H -4.9251 0.0062 -0.0383 0.4 0.1 0.2 0.30
H -4.3123 -0.4344 1.6032 0.0 -0.1 -0.4 0.28
H -3.9568 -1.4863 0.1941 -0.2 0.3 0.1 0.26
H -3.6564 1.0390 -1.8922 0.2 -0.1 0.2 0.29
H -2.5020 -0.3146 -2.1017 -0.2 0.2 0.0 0.25
H -1.8805 1.3357 -1.9601 -0.5 -0.2 0.4 0.24
C -0.4107 0.9991 -4.2439 0.9 -0.8 1.3 0.46
C 0.2222 0.4364 -5.3648 0.2 0.3 -1.3 -0.27
C 0.1043 1.1168 -6.5857 1.0 -2.0 1.0 -0.10
C -0.6491 2.2965 -6.7136 -0.1 0.8 -0.2 0.06
C -1.3944 2.7541 -5.6250 -0.5 -0.2 1.9 -0.17
C -1.3202 2.0550 -4.4142 -1.1 1.9 -0.8 -0.19
O -0.1475 0.6175 -2.9300 0.3 0.2 -1.7 -0.65
H 0.6895 0.1151 -2.8069 -0.6 0.3 -1.0 0.51
H 0.7560 -0.5121 -5.2591 0.1 0.5 -0.2 0.26
H 0.6266 0.7358 -7.4580 -0.1 -0.1 0.1 0.28
H -0.6351 2.8806 -7.6346 0.0 -0.3 0.1 0.28
H -1.9963 3.6711 -5.6820 0.2 -0.6 -0.1 0.29
H -1.9435 2.3794 -3.5822 0.4 0.1 -0.2 0.25
C -0.3657 -0.1919 5.9331 0.3 0.3 0.6 -0.43
N -1.1764 -1.1727 5.2460 0.1 -0.2 -1.5 -0.58
C -1.1624 -1.4018 3.9010 -0.9 -0.8 1.1 0.80
N -2.0358 -2.3804 3.5146 -0.1 0.4 1.6 -0.82
O -0.4404 -0.8164 3.0499 0.5 0.5 -0.5 -0.80
H 0.1487 0.4593 5.2158 -0.2 -0.3 0.2 0.21
H 0.3684 -0.6890 6.5844 -0.1 0.2 -0.3 0.23
H -1.0127 0.4132 6.5830 0.2 0.0 -0.3 0.24
H -1.7912 -1.7502 5.8231 0.4 0.3 -0.4 0.42
H -2.1130 -2.5940 2.5562 -0.2 -0.4 -0.7 0.39
H -2.6777 -2.7846 4.2114 0.5 0.2 -1.0 0.43


no.,F_max (eV Å⁻¹)
1,3.01
2,7.47
3,1.83
4,2.63